{
  "formula": "C6H4N2O2",
  "method": "ωB97M-V/def2-TZVPD",
  "spin_multiplicity": 1,
  "gap_ev": 11.06,
  "e_above_lowest_ev": 3.058,
  "largest_force_ev_per_a": 3.7,
  "energy_ha": -490.9257,
  "species": ["N", "C", "C", "C", "N", "C", "O", "C", "O", "C", "H", "H", "H", "H"],
  "positions_angstrom": [[2.54047, -1.94511, 0.32578], [1.69925, -1.20393, 0.07919], [0.56005, -0.31922, 0.01650], [-0.47438, -0.39808, -1.11349], [-1.57873, -0.26304, -0.12956], [-1.20509, 0.84354, 0.72041], [-0.30912, 1.81882, 0.20741], [0.87399, 1.14523, -0.03906], [1.85229, 1.66476, -0.45870], [-0.56389, -0.44130, 0.99127], [-0.27689, 0.25310, -1.96463], [-0.41592, -1.44664, -1.64791], [-1.88007, 1.41954, 1.23004], [-0.82195, -1.12764, 1.78275]],
  "forces_ev_per_a": [[-0.013, 0.066, -0.319], [0.105, -0.225, 0.508], [1.409, -0.188, -0.079], [0.834, -3.203, -1.749], [-0.509, 0.071, -0.699], [1.465, 0.478, -1.151], [1.123, -1.035, 0.162], [0.157, 1.256, -0.679], [0.216, 0.187, 0.230], [-1.866, -0.155, 0.269], [-0.728, 0.705, 0.325], [-0.601, 1.715, 1.549], [-2.175, 0.334, 1.515], [0.582, -0.007, 0.117]]
}